The following is a DFT calculation (the ωB97M-V functional and the def2-TZVPD basis) of a structure of composition C2H7N2OP at a distorted geometry.

Structure (XYZ):
```
13
Properties=species:S:1:pos:R:3:forces:R:3
C -0.088119 1.443959 0.941224 1.59 -1.30 -0.71
C 1.765093 -0.077418 0.142152 0.93 0.53 -0.27
N 0.901021 0.821115 0.821565 0.45 -0.74 0.61
N -2.743460 0.554441 -1.223954 -2.46 0.05 0.59
O -1.030195 2.084072 1.066004 -2.44 1.85 0.71
P -3.069533 2.070384 -1.144778 -0.99 -0.34 0.35
H 1.702133 -1.120533 0.429370 0.22 0.00 1.37
H 1.375422 -0.259969 -0.865120 0.80 1.02 -0.50
H 2.808873 0.382910 0.309911 -1.44 -1.32 -1.05
H 2.489995 -3.717449 0.518753 -0.48 -0.70 0.77
H -1.835774 0.268265 -1.277247 3.25 -0.72 -0.75
H -4.432661 1.733271 -0.761142 0.08 0.97 -0.34
H 2.157208 -4.183042 1.043268 0.48 0.70 -0.77
```
Positions in Å, forces in eV/Å.

Its molecular weight is 106.1 g/mol. The value obtained for the LUMO energy is 0.00 eV. The HOMO energy comes out at -8.93 eV. For the maximum force, the calculation gives 0.066 Eh/bohr. As for the frontier orbital gap: 8.9 eV.

Löwdin population analysis, charges in e, atoms 1 to 8: number 1, C, carries -0.39; number 2, C, carries -0.10; number 3, N, carries 0.07; number 4, N, carries -0.38; number 5, O, carries 0.08; number 6, P, carries 0.72; number 7, H, carries 0.05; number 8, H, carries 0.08